C4H8O2 | the ωB97M-V functional and the def2-TZVPD basis

Computed properties:
total charge: 0
orbital gap: 9.902 eV
calculated total energy: -307.5415 Ha
HOMO level: -8.91 eV
spin multiplicity: 1
energy above the lowest of the compared OMol25 structures with the same formula, charge and spin: 448.9 kJ/mol

Geometry as XYZ:
```
14
Properties=species:S:1:pos:R:3:forces:R:3
C -0.8604 -1.0927 0.1821 0.6 -0.3 -3.1
C -1.3527 0.3115 -0.0433 -0.4 -0.3 -0.1
O -0.3731 1.1560 -0.6394 -0.1 0.1 0.0
C 0.8071 1.1303 0.1326 0.2 -0.1 0.1
C 1.3341 -0.2924 0.2258 0.1 0.0 -0.1
O 0.3614 -1.1858 0.7873 0.0 -0.2 0.0
H -1.2404 -1.9815 -0.4114 -1.1 -0.5 2.3
H -0.7030 -1.4987 -1.2106 1.0 1.7 0.9
H -2.1988 0.2636 -0.7244 -0.1 0.2 0.0
H -1.6847 0.7861 0.8980 0.1 -0.3 -0.1
H 0.6131 1.5261 1.1434 0.0 -0.1 -0.1
H 1.5386 1.7828 -0.3580 -0.1 -0.2 0.1
H 2.2234 -0.3519 0.8599 -0.2 0.0 -0.1
H 1.5727 -0.6625 -0.7813 0.0 0.1 0.1
```
Positions in Å, forces in eV/Å.